(1)
A 2-piece molecular cluster, C7H14N2S overall at a distorted geometry. Source: the Open Molecules 2025 dataset; level of theory: the ωB97M-V functional and the def2-TZVPD basis.

Net charge: 0
HOMO energy, eV: -8.0
2S+1: 1
LUMO energy, eV: 0.32
Kohn-Sham gap, eV: 8.2787

Last column: Löwdin charge in e.
Element x y z (Å)
C (2.14, -2.28, -0.13)  -0.165
C (2.88, -1.26, -0.94)  -0.305
C (2.18, -0.90, 0.31)  -0.701
C (2.18, -1.09, -2.31)  -0.059
C (-2.48, 0.44, -0.02)  -0.050
C (-1.82, 1.72, 2.15)  -0.058
C (-1.47, 1.34, 0.73)  -0.357
N (-0.06, -0.19, -0.28)  0.155
N (-0.15, 0.74, 0.44)  -0.150
S (2.30, 0.13, 1.65)  0.622
H (1.19, -2.73, -0.43)  0.106
H (2.72, -3.07, 0.59)  0.154
H (3.99, -1.16, -1.17)  0.156
H (2.54, -1.87, -2.94)  0.077
H (2.59, -0.22, -2.71)  0.053
H (1.20, -0.99, -2.13)  0.005
H (-2.42, -0.51, 0.39)  0.062
H (-3.46, 0.92, 0.28)  0.110
H (-2.33, 0.46, -1.01)  0.024
H (-0.85, 1.88, 2.83)  0.133
H (-2.33, 0.99, 2.71)  0.056
H (-2.36, 2.59, 2.25)  0.042
H (-1.20, 2.35, 0.29)  0.160
H (0.74, 0.90, 0.95)  -0.069

=====

(2)
C18H36InN2O26S8 as an isolated structure. Source: the Open Molecules 2025 dataset; level of theory: the ωB97M-V functional and the def2-TZVPD basis.

Net charge: -1
HOMO energy, eV: -4.1
2S+1: 1
LUMO energy, eV: 1.24
Kohn-Sham gap, eV: 5.3883

Last column: Löwdin charge in e.
Element x y z (Å)
C (1.99, -4.41, -0.85)  -0.103
C (1.68, -5.62, -1.73)  -0.441
O (0.34, -5.78, -2.08)  -0.403
In (-0.59, -4.26, -3.14)  0.429
S (1.09, -2.87, -4.40)  0.143
C (-1.53, -2.88, -1.64)  -0.346
C (-2.26, -1.70, -2.29)  -0.560
S (-4.03, -1.46, -1.89)  0.958
C (-4.69, -3.05, -1.99)  -0.717
N (-4.34, -4.05, -2.72)  0.072
N (-5.20, -5.10, -2.37)  0.059
C (-5.99, -4.64, -1.50)  -0.228
O (-5.75, -3.34, -1.19)  0.010
H (1.64, -3.45, -1.25)  0.049
H (3.09, -4.32, -0.78)  0.061
H (1.62, -4.52, 0.16)  0.038
H (2.37, -5.61, -2.59)  0.080
H (1.97, -6.51, -1.14)  0.101
H (-1.72, -4.91, -4.30)  -0.094
H (2.27, -3.39, -4.04)  -0.327
H (-2.17, -3.51, -1.02)  0.019
H (-0.69, -2.52, -1.04)  0.017
H (-1.81, -0.77, -1.96)  0.051
H (-2.18, -1.76, -3.38)  0.047
H (-6.79, -5.14, -0.98)  0.121
C (-0.38, -6.47, 2.29)  -0.138
C (-0.24, -7.03, 3.70)  -0.158
O (1.18, -7.02, 3.95)  -0.192
S (1.84, -5.77, 3.19)  0.577
O (1.99, -4.69, 4.11)  -0.236
O (2.93, -6.25, 2.42)  -0.208
O (0.61, -5.44, 2.24)  -0.201
H (-0.14, -7.22, 1.53)  0.142
H (-1.36, -6.05, 2.09)  0.141
H (-0.62, -8.04, 3.80)  0.132
H (-0.72, -6.38, 4.44)  0.131
C (1.41, -1.54, 2.17)  -0.149
C (2.79, -1.33, 2.76)  -0.151
O (3.49, -0.60, 1.74)  -0.190
S (2.47, 0.36, 0.97)  0.587
O (2.55, 1.67, 1.52)  -0.238
O (2.62, 0.16, -0.43)  -0.208
O (1.13, -0.31, 1.49)  -0.203
H (1.40, -2.36, 1.45)  0.128
H (0.65, -1.72, 2.93)  0.126
H (3.30, -2.27, 2.97)  0.128
H (2.75, -0.71, 3.66)  0.133
C (7.65, -4.62, -0.77)  -0.169
C (8.03, -4.47, -2.24)  -0.171
O (7.25, -5.47, -2.90)  -0.192
S (5.85, -5.66, -2.14)  0.599
O (4.86, -4.90, -2.80)  -0.204
O (5.68, -7.04, -1.87)  -0.212
O (6.25, -4.90, -0.79)  -0.187
H (8.17, -5.46, -0.31)  0.131
H (7.83, -3.72, -0.20)  0.133
H (9.08, -4.64, -2.42)  0.130
H (7.73, -3.49, -2.63)  0.134
C (-3.80, 2.02, 2.38)  -0.156
C (-2.68, 2.69, 1.62)  -0.157
O (-1.57, 1.79, 1.77)  -0.179
S (-2.09, 0.29, 1.83)  0.591
O (-1.98, -0.30, 0.55)  -0.212
O (-1.53, -0.33, 2.98)  -0.224
O (-3.63, 0.62, 2.11)  -0.187
H (-3.70, 2.17, 3.46)  0.132
H (-4.79, 2.34, 2.06)  0.134
H (-2.42, 3.68, 2.00)  0.094
H (-2.92, 2.77, 0.56)  0.139
C (-1.77, 6.90, -1.49)  -0.144
C (-0.44, 6.75, -0.77)  -0.145
O (-0.71, 7.24, 0.55)  -0.181
S (-2.21, 6.89, 0.96)  0.608
O (-2.21, 5.68, 1.72)  -0.232
O (-2.83, 8.06, 1.45)  -0.219
O (-2.74, 6.54, -0.50)  -0.179
H (-1.95, 7.93, -1.80)  0.106
H (-1.86, 6.24, -2.35)  0.138
H (0.35, 7.34, -1.22)  0.136
H (-0.13, 5.71, -0.70)  0.137
C (-3.20, 13.34, -0.25)  -0.162
C (-1.76, 13.02, 0.06)  -0.162
O (-1.77, 11.62, 0.33)  -0.180
S (-2.87, 10.89, -0.57)  0.605
O (-2.24, 10.35, -1.73)  -0.227
O (-3.67, 10.08, 0.27)  -0.209
O (-3.66, 12.21, -1.01)  -0.185
H (-3.81, 13.42, 0.65)  0.134
H (-3.32, 14.25, -0.84)  0.134
H (-1.38, 13.56, 0.93)  0.135
H (-1.11, 13.21, -0.79)  0.134

=====

(3)
C33H70Br15Cl10O12P3 as an isolated structure at a distorted geometry. Source: the Open Molecules 2025 dataset; level of theory: the ωB97M-V functional and the def2-TZVPD basis.

Net charge: 0
HOMO energy, eV: -10.1
2S+1: 1
LUMO energy, eV: -0.55
Kohn-Sham gap, eV: 9.5822

Last column: Löwdin charge in e.
Element x y z (Å)
C (-7.52, -0.07, -1.00)  -0.081
C (-7.63, -1.58, -1.06)  -0.207
O (-6.28, -2.20, -1.11)  -0.208
P (-6.02, -3.76, -1.34)  0.325
O (-6.75, -4.31, -2.49)  -0.216
O (-6.39, -4.37, 0.03)  -0.166
C (-7.13, -5.57, 0.14)  -0.266
C (-6.16, -6.73, 0.05)  -0.073
O (-4.47, -3.96, -1.34)  -0.178
C (-3.73, -3.56, -2.47)  -0.290
C (-3.64, -4.65, -3.47)  -0.071
H (-7.05, 0.28, -0.12)  0.030
H (-6.99, 0.33, -1.88)  0.054
H (-8.54, 0.37, -0.93)  0.094
H (-8.13, -2.08, -0.24)  0.119
H (-8.08, -1.91, -1.98)  0.106
H (-7.67, -5.62, 1.09)  0.126
H (-7.78, -5.59, -0.73)  0.104
H (-5.47, -6.52, -0.79)  0.071
H (-5.57, -6.79, 1.00)  0.064
H (-6.74, -7.66, -0.11)  0.087
H (-4.12, -2.69, -2.96)  0.100
H (-2.81, -3.19, -2.06)  0.100
H (-3.21, -4.32, -4.41)  0.074
H (-2.99, -5.52, -3.13)  0.070
H (-4.66, -5.11, -3.61)  0.093
C (3.76, 0.13, 1.69)  -0.075
C (4.76, 1.25, 1.70)  -0.253
O (4.14, 2.53, 1.39)  -0.190
P (5.01, 3.89, 1.42)  0.374
O (4.22, 5.07, 1.11)  -0.232
O (5.46, 3.86, 2.92)  -0.191
C (6.32, 4.79, 3.52)  -0.286
C (7.50, 4.00, 4.07)  -0.052
O (6.32, 3.58, 0.56)  -0.188
C (6.52, 3.80, -0.89)  -0.206
C (6.39, 2.46, -1.65)  -0.075
H (2.97, 0.48, 2.37)  0.059
H (3.40, -0.11, 0.70)  0.053
H (4.12, -0.81, 2.19)  0.071
H (5.22, 1.30, 2.67)  0.111
H (5.55, 1.12, 0.97)  0.104
H (6.58, 5.59, 2.83)  0.122
H (5.76, 5.31, 4.28)  0.098
H (8.11, 3.79, 3.18)  0.084
H (8.15, 4.67, 4.63)  0.078
H (7.13, 3.18, 4.64)  0.067
H (5.92, 4.63, -1.22)  0.102
H (7.59, 4.11, -1.12)  0.130
H (6.40, 2.67, -2.69)  0.064
H (7.20, 1.77, -1.35)  0.094
H (5.45, 2.01, -1.28)  0.034
C (-0.11, -2.03, -4.08)  -0.114
C (0.54, -1.79, -2.79)  -0.213
O (-0.51, -1.36, -1.83)  -0.165
P (-0.26, -1.25, -0.28)  0.370
O (1.15, -1.60, 0.07)  -0.238
O (-0.64, 0.25, -0.05)  -0.219
C (0.31, 1.37, 0.04)  -0.240
C (-0.35, 2.36, 0.93)  -0.065
O (-1.39, -1.98, 0.48)  -0.178
C (-2.67, -1.42, 0.67)  -0.262
C (-3.45, -2.48, 1.40)  -0.047
H (-0.93, -1.40, -4.26)  0.057
H (0.50, -1.96, -4.94)  0.014
H (-0.63, -2.98, -4.30)  0.077
H (1.16, -2.62, -2.44)  0.118
H (1.21, -0.99, -3.00)  0.074
H (1.23, 0.85, 0.29)  0.089
H (0.47, 1.80, -0.92)  0.056
H (0.19, 3.25, 0.97)  0.022
H (-1.32, 2.66, 0.47)  0.060
H (-0.63, 1.96, 1.89)  0.052
H (-2.50, -0.54, 1.26)  0.101
H (-3.22, -1.28, -0.30)  0.130
H (-3.58, -3.29, 0.70)  0.048
H (-3.05, -2.75, 2.35)  0.060
H (-4.47, -2.08, 1.44)  0.095
Cl (1.44, 6.21, 0.48)  0.577
C (2.01, 6.73, 2.09)  -0.641
C (1.85, 5.64, 3.15)  -0.606
Cl (0.09, 5.19, 3.24)  0.559
H (1.45, 7.69, 2.26)  0.086
H (3.03, 6.96, 2.02)  0.033
H (2.16, 6.16, 4.07)  0.042
H (2.40, 4.74, 2.86)  0.035
Cl (5.53, -3.80, 1.78)  0.532
C (4.40, -3.42, 0.45)  -0.664
C (3.05, -4.13, 0.43)  -0.672
Cl (3.22, -5.74, -0.24)  0.568
H (4.86, -3.61, -0.53)  0.070
H (4.19, -2.35, 0.46)  0.038
H (2.42, -3.58, -0.21)  0.016
H (2.63, -4.26, 1.46)  0.070
Cl (-1.78, 2.45, 5.72)  0.488
C (-2.47, 3.63, 4.45)  -0.621
C (-3.91, 3.24, 4.38)  -0.726
Cl (-4.70, 4.17, 3.09)  0.557
H (-1.94, 3.47, 3.53)  0.010
H (-2.48, 4.62, 4.85)  0.056
H (-4.46, 3.32, 5.39)  0.109
H (-4.03, 2.20, 4.15)  0.049
Cl (-0.35, -5.64, -1.68)  0.577
C (-1.06, -5.59, -0.05)  -0.672
C (-2.18, -6.62, 0.11)  -0.636
Cl (-2.74, -6.44, 1.79)  0.579
H (-1.43, -4.62, 0.23)  0.037
H (-0.30, -5.99, 0.63)  0.063
H (-1.86, -7.63, -0.10)  0.069
H (-3.04, -6.42, -0.58)  0.063
Cl (2.77, 1.82, -2.16)  0.592
C (2.42, 3.50, -1.60)  -0.626
C (1.55, 4.17, -2.60)  -0.667
Cl (2.36, 4.34, -4.18)  0.589
H (3.34, 4.10, -1.54)  0.066
H (1.88, 3.43, -0.63)  0.054
H (1.32, 5.20, -2.20)  0.072
H (0.63, 3.65, -2.85)  -0.012
C (-0.18, -2.11, -7.85)  -1.679
Br (-1.93, -1.30, -7.70)  0.566
Br (0.86, -1.72, -9.44)  0.568
Br (-0.24, -3.94, -7.47)  0.634
H (0.31, -1.64, -7.05)  -0.129
C (1.01, 1.79, -6.16)  -1.683
Br (0.55, 1.66, -8.02)  0.584
Br (2.22, 0.38, -5.77)  0.631
Br (-0.45, 1.91, -5.02)  0.646
H (1.64, 2.63, -6.00)  -0.107
C (1.13, -2.16, 3.49)  -1.578
Br (-0.04, -3.71, 3.62)  0.593
Br (2.72, -2.37, 4.53)  0.612
Br (0.27, -0.40, 3.78)  0.554
H (1.35, -2.09, 2.45)  -0.091
C (2.70, 3.66, 6.87)  -1.541
Br (2.28, 2.61, 5.20)  0.510
Br (1.81, 5.35, 6.87)  0.607
Br (4.61, 3.85, 7.05)  0.589
H (2.25, 3.13, 7.72)  -0.017
C (-3.22, 1.58, -1.72)  -1.438
Br (-4.09, 0.72, -3.15)  0.652
Br (-4.42, 2.01, -0.12)  0.530
Br (-2.45, 3.40, -2.27)  0.516
H (-2.45, 1.00, -1.30)  -0.086

=====

(4)
C21H39NP2Ru as an isolated structure at a distorted geometry. Source: the Open Molecules 2025 dataset; level of theory: the ωB97M-V functional and the def2-TZVPD basis.

Net charge: +2
HOMO energy (alpha / beta), eV: -12.0 / -14.3
2S+1: 5
LUMO energy (alpha / beta), eV: -6.11 / -7.65
Kohn-Sham gap (alpha / beta), eV: 5.9088 / 6.6711
⟨S²⟩: 6.029

Last column: Löwdin charge in e.
Element x y z (Å)
P (0.51, -1.63, -3.35)  0.749
P (0.40, 2.04, -5.08)  1.016
C (0.08, -0.86, -5.04)  -0.341
C (0.80, 0.36, -5.69)  -0.281
H (-1.01, -0.69, -5.05)  0.085
H (0.28, -1.74, -5.67)  0.089
H (1.90, 0.25, -5.71)  0.092
H (0.48, 0.37, -6.76)  0.112
C (-0.54, 2.91, -6.44)  -0.163
H (-1.03, 3.80, -6.04)  0.067
H (-1.28, 2.25, -6.88)  0.062
H (0.15, 3.24, -7.22)  0.066
C (1.95, 2.91, -4.89)  -0.170
H (2.21, 3.41, -5.84)  0.082
H (2.75, 2.21, -4.63)  0.062
H (1.87, 3.68, -4.11)  0.067
C (-0.83, -2.86, -3.66)  -0.217
H (-0.96, -3.62, -2.87)  0.062
H (-0.55, -3.39, -4.59)  0.059
H (-1.84, -2.42, -3.85)  0.057
C (2.35, -1.94, -3.54)  -0.274
H (2.74, -1.06, -4.15)  0.071
H (2.09, -2.92, -3.97)  0.077
H (2.83, -2.17, -2.55)  0.019
Ru (1.62, -1.00, -1.65)  0.797
C (-0.75, 3.00, -3.71)  -0.294
C (-2.19, 2.80, -3.68)  -0.115
C (-3.09, 1.99, -4.45)  -0.201
C (-3.94, 0.88, -3.78)  -0.163
C (-3.11, -0.11, -3.08)  -0.081
C (-1.84, -0.03, -2.56)  -0.193
C (-0.65, 0.79, -2.61)  -0.316
C (-0.47, 2.29, -2.35)  -0.180
C (1.47, -2.76, -0.70)  -0.203
H (-0.38, 4.03, -3.77)  0.126
H (-2.64, 3.24, -2.77)  0.144
H (-2.55, 1.48, -5.28)  0.104
H (-3.79, 2.74, -4.86)  0.142
H (-4.66, 1.29, -3.03)  0.136
H (-4.56, 0.35, -4.55)  0.139
H (-3.61, -1.09, -2.90)  0.130
H (-1.66, -1.03, -2.14)  0.052
H (-0.19, 0.74, -3.62)  0.004
H (0.17, 0.25, -1.98)  0.015
H (-1.18, 2.57, -1.54)  0.128
H (0.50, 2.48, -1.88)  0.114
H (2.16, -2.83, 0.14)  0.027
H (1.44, -3.70, -1.30)  0.036
H (0.48, -2.50, -0.32)  -0.020
C (-1.60, -0.75, 0.16)  -0.002
C (-0.50, 0.14, 0.48)  -0.277
C (-0.53, 1.18, 1.41)  0.026
C (0.81, 1.61, 1.57)  0.043
C (1.60, 0.86, 0.68)  -0.310
C (3.02, 0.77, 0.42)  -0.005
N (0.78, 0.03, 0.00)  -0.060
H (-1.23, -1.68, -0.23)  0.068
H (-2.30, -0.25, -0.50)  0.082
H (-2.25, -0.95, 1.01)  0.121
H (-1.44, 1.52, 1.92)  0.136
H (1.15, 2.36, 2.26)  0.124
H (3.42, 1.71, 0.02)  0.109
H (3.55, 0.55, 1.36)  0.122
H (3.13, -0.03, -0.36)  0.046

=====

(5)
A 2-piece molecular cluster, C2H4FNO2 overall at a distorted geometry. Source: the Open Molecules 2025 dataset; level of theory: the ωB97M-V functional and the def2-TZVPD basis.

Net charge: 0
HOMO energy, eV: -9.9
2S+1: 1
LUMO energy, eV: -0.21
Kohn-Sham gap, eV: 9.7142

Last column: Löwdin charge in e.
Element x y z (Å)
C (0.82, -1.07, -0.13)  -0.519
C (0.57, 0.24, -0.70)  -0.013
N (-0.94, 0.97, 0.59)  0.011
O (1.62, -1.81, -0.58)  0.169
O (0.09, -1.38, 0.98)  0.098
F (-0.12, 0.25, -1.86)  0.061
H (1.19, 1.12, -0.56)  0.149
H (-1.76, 0.42, 0.72)  0.001
H (-0.37, -0.60, 1.34)  0.061
H (-1.10, 1.86, 0.20)  -0.019

=====

Number 1: total energy -21295.6012 eV. Number 2: total energy -167315.1304 eV. Number 3: total energy -1263661.8829 eV. Number 4: total energy -45034.4050 eV. Number 5: total energy -10438.5394 eV.